[1]
DFT (ωB97M-V/def2-TZVPD) results for a molecular structure, C26H30CeN9S2 in a non-equilibrium geometry.

Geometry (Å):
Ce: -0.269837 -0.789621 -0.735194
C: -2.063349 1.138032 1.393029
N: -0.715406 0.634166 1.444321
C: 0.148766 1.775982 1.241289
C: 1.629804 1.496024 1.113557
C: 2.645920 2.258900 1.629581
C: 3.964204 1.894120 1.339508
C: 4.234415 0.669448 0.727499
C: 3.111493 0.009178 0.228640
N: 1.834967 0.435796 0.336929
C: -0.306430 0.056128 2.767200
C: 0.539572 -1.171484 2.720505
C: 1.438667 -1.479274 3.728490
C: 2.229873 -2.633708 3.488207
C: 2.036751 -3.429779 2.365804
C: 1.049385 -3.081173 1.497130
N: 0.428640 -1.899915 1.597498
C: -2.976437 -0.040645 1.492547
C: -3.896602 -0.132488 2.504147
C: -4.818292 -1.174013 2.532265
C: -4.676924 -2.177702 1.568537
C: -3.596531 -2.128345 0.703042
N: -2.748662 -1.016368 0.624045
H: -2.139955 1.749305 0.548354
H: -2.329710 1.860629 2.192442
H: 0.056861 2.403420 2.128279
H: -0.153747 2.483543 0.429213
H: 2.421441 3.148414 2.164591
H: 4.706308 2.599321 1.695280
H: 5.247953 0.338820 0.435954
H: 3.318276 -0.893167 -0.303893
H: -1.194183 -0.295789 3.383311
H: 0.206418 0.776816 3.442308
H: 1.538247 -0.916301 4.669331
H: 3.028063 -2.884208 4.218884
H: 2.541722 -4.382157 2.283143
H: 0.835322 -3.693622 0.602846
H: -3.950856 0.692428 3.203609
H: -5.582207 -1.297191 3.334520
H: -5.358157 -3.009154 1.553198
H: -3.424958 -2.800622 -0.156805
C: 5.226485 0.676549 -3.171812
S: 4.394339 -0.940793 -2.930625
C: 2.664591 -0.511057 -2.799898
S: 1.757390 -1.921525 -2.342571
N: 2.235227 0.691452 -2.943356
N: 0.935578 0.892503 -2.616014
C: 0.482751 1.997059 -2.889946
C: -0.936163 2.200195 -2.632117
C: -1.624049 3.334822 -3.073875
C: -3.047572 3.395553 -2.938511
C: -3.643979 2.343601 -2.316281
C: -2.851605 1.325344 -1.764607
N: -1.518535 1.240939 -1.882798
H: 6.337216 0.363135 -3.019958
H: 4.880363 1.372436 -2.405387
H: 5.219268 1.079562 -4.177901
H: 1.166870 2.822983 -3.394511
H: -1.095790 4.088405 -3.648741
H: -3.555140 4.261078 -3.280307
H: -4.707980 2.266665 -2.135250
H: -3.459302 0.477728 -1.341987
N: -0.944801 -3.163689 -1.819696
N: -1.568430 -2.065604 -2.518114
H: 0.029855 -3.208733 -2.270286
H: -1.488934 -4.000479 -1.890982
H: -2.546811 -2.064158 -2.398066
H: -1.331669 -2.047696 -3.529534

Atoms 1-2, force components in eV/Å:
Ce 0.335 0.129 0.127
C -0.835 -0.362 2.361

Its net charge is +2. The calculation puts the HOMO-LUMO gap (spin up / spin down) at 7.537 / 7.549 eV. The multiplicity is 2. The value obtained for the energy is -2772.646784 hartree. The value obtained for the highest occupied orbital energy (spin up / spin down) is -13.25 / -13.26 eV. As for the relative energy (zero: lowest compared OMol25 entry of this formula, charge and spin): 141.9 kJ/mol.


[2]
DFT (ωB97M-V/def2-TZVPD) results for a molecular structure, C26H30Cl2F4GeMoN3O2 in a non-equilibrium geometry.

Geometry (Å):
Mo: 0.143354 -0.384330 0.522341
C: 1.962149 1.249031 2.721371
N: 1.344390 1.558801 1.418133
C: 2.393689 2.103099 0.538915
C: 0.239498 2.541139 1.546963
C: -0.752885 2.397505 0.408426
N: -1.264455 1.003219 0.366315
C: -2.614067 0.871133 -0.064106
C: -3.447886 -0.091819 0.485281
F: -2.991063 -0.890717 1.466419
C: -4.747619 -0.265535 0.055766
F: -5.482908 -1.213737 0.642110
C: -5.281919 0.514110 -0.946638
C: -4.460742 1.464489 -1.511872
F: -4.905103 2.236120 -2.505130
C: -3.156622 1.636396 -1.090689
F: -2.400492 2.535893 -1.736952
H: 2.534589 2.099319 3.104499
H: 2.636544 0.400445 2.605998
H: 1.197047 0.995951 3.450920
H: 2.849034 2.982276 1.003894
H: 1.971383 2.394782 -0.419330
H: 3.168545 1.354423 0.377230
H: 0.635956 3.561388 1.557530
H: -0.259281 2.376865 2.502205
H: -0.284799 2.654734 -0.542049
H: -1.570990 3.099511 0.564187
H: -6.300121 0.378683 -1.284318
Cl: 6.648322 -2.082344 -2.614005
C: 5.202210 -1.859469 -1.689899
C: 5.078340 -2.480154 -0.440315
C: 3.939114 -2.338923 0.320993
C: 2.882989 -1.560929 -0.155482
O: 1.760202 -1.451182 0.537427
C: 3.017354 -0.917194 -1.393075
C: 1.998048 -0.040147 -1.891373
O: 0.948433 0.269289 -1.317179
C: 4.183405 -1.083427 -2.164444
H: 5.899031 -3.086908 -0.077637
H: 3.840898 -2.834131 1.277233
H: 2.169275 0.419207 -2.872069
H: 4.273918 -0.589923 -3.125408
C: -1.967363 -4.528315 -1.775094
Ge: -1.097896 -3.688626 -0.253211
C: -2.249321 -4.021432 1.279875
C: 0.645843 -4.540383 -0.031082
C: -0.855389 -1.801110 -0.734074
H: -2.097025 -5.599451 -1.603026
H: -1.378589 -4.394381 -2.684608
H: -2.953281 -4.086062 -1.930846
H: -2.341704 -5.102388 1.405082
H: -3.243425 -3.615361 1.083178
H: -1.891910 -3.600318 2.217901
H: 0.534418 -5.625563 -0.088966
H: 1.132699 -4.309639 0.917991
H: 1.312181 -4.225640 -0.837814
H: -1.849371 -1.438248 -1.024296
H: -0.283151 -1.871014 -1.666474
Cl: -2.212292 0.266684 5.693948
C: -1.250291 -0.734124 4.678155
C: -0.660696 -1.891033 5.153328
C: 0.100022 -2.641348 4.278223
C: 0.252777 -2.213307 2.973677
N: -0.318054 -1.088224 2.520061
C: -1.067336 -0.366084 3.363496
H: -0.801389 -2.191874 6.183421
H: 0.572000 -3.562015 4.592261
H: 0.846539 -2.768467 2.265654
H: -1.550570 0.510902 2.963412

Atoms 1-2, force components in eV/Å:
Mo -0.973 0.968 -0.628
C -0.024 0.069 -0.056

Its net charge is +1. The calculation puts the HOMO-LUMO gap (spin up / spin down) at 6.911 / 7.596 eV. The multiplicity is 3. The value obtained for the energy is -4788.260353 hartree. The value obtained for the highest occupied orbital energy (spin up / spin down) is -10.75 / -11.54 eV. As for the relative energy (zero: lowest compared OMol25 entry of this formula, charge and spin): 0.0 kJ/mol.


[3]
DFT (ωB97M-V/def2-TZVPD) results for a molecular structure, C26H30ClFN6O7Tl.

Geometry (Å):
Tl: 1.030390 0.440137 -0.176623
C: 1.728180 -0.183499 2.946640
C: 2.983697 -0.802176 2.338628
N: 2.748385 -1.310113 0.987139
C: 3.954801 -1.434279 0.174019
C: 4.482671 -0.064235 -0.200902
C: 5.822001 0.170380 -0.446926
C: 6.214887 1.459635 -0.780206
C: 5.270588 2.469457 -0.829124
C: 3.944893 2.155351 -0.558789
C: 2.874441 3.234424 -0.599799
N: 1.598094 2.862138 -0.006513
C: 1.387305 3.255721 1.390013
C: 1.927581 2.223377 2.364887
N: 1.209024 0.963365 2.180272
N: 3.578363 0.914454 -0.268080
H: 1.953680 0.115543 3.974813
H: 0.929936 -0.926998 2.993037
H: 3.346343 -1.590812 3.004528
H: 3.776186 -0.053838 2.281701
H: 2.228189 -2.181892 0.988265
H: 3.697482 -1.984394 -0.734918
H: 4.746453 -1.995379 0.680439
H: 6.541717 -0.634089 -0.374323
H: 7.255487 1.676238 -0.982061
H: 5.553591 3.488180 -1.059873
H: 2.708429 3.498755 -1.646204
H: 3.280710 4.130961 -0.116564
H: 0.826800 3.188157 -0.569422
H: 0.309840 3.356297 1.538208
H: 1.839381 4.229999 1.604790
H: 1.836454 2.593743 3.391178
H: 2.986839 2.047051 2.170386
H: 0.221272 1.075883 2.391250
F: 0.510414 2.028689 -4.383502
C: -0.263786 1.188482 -3.711675
C: -1.419305 1.584812 -3.181518
N: -2.212114 0.714939 -2.447997
C: -3.209416 1.217499 -1.635299
C: -2.412646 2.110099 -0.203249
O: -3.260423 2.211729 0.626856
O: -1.270587 2.380880 -0.500857
C: -1.853294 -0.655689 -2.293887
O: -2.531061 -1.416747 -1.661226
N: -0.671262 -1.004888 -2.896885
C: 0.240001 -0.181185 -3.546231
O: 1.324064 -0.565383 -3.899912
H: -1.772200 2.601441 -3.270325
H: -3.825695 0.456498 -1.172769
H: -3.729862 2.075763 -2.049548
H: -0.353472 -1.942303 -2.684350
C: -4.200835 -4.495983 0.283971
C: -4.575212 -3.043703 0.387810
C: -5.701251 -2.566828 -0.275624
C: -6.079054 -1.240996 -0.164682
Cl: -7.481911 -0.676570 -1.027577
C: -5.366161 -0.357206 0.627422
C: -4.232303 -0.816951 1.277424
C: -3.834856 -2.135736 1.141131
O: -2.710536 -2.540863 1.845326
C: -1.589273 -2.862621 1.065572
C: -0.782833 -1.681152 0.547109
O: 0.161350 -1.974617 -0.247160
O: -0.993391 -0.514127 0.962757
H: -5.091093 -5.104045 0.131525
H: -3.703593 -4.840533 1.190280
H: -3.532889 -4.679234 -0.561384
H: -6.296570 -3.243424 -0.875331
H: -5.687484 0.669635 0.729866
H: -3.636054 -0.158584 1.892573
H: -1.830689 -3.500570 0.214011
H: -0.918790 -3.428065 1.717510

Atoms 1-2, force components in eV/Å:
Tl 0.176 -0.928 0.156
C 0.010 -0.037 0.056

Its net charge is +1. The calculation puts the HOMO-LUMO gap (spin up / spin down) at 5.159 / 5.652 eV. The value obtained for the energy is -2596.341803 hartree. The value obtained for the highest occupied orbital energy (spin up / spin down) is -10.44 / -10.48 eV. As for the relative energy (zero: lowest compared OMol25 entry of this formula, charge and spin): 30.0 kJ/mol.


[4]
DFT (ωB97M-V/def2-TZVPD) results for a molecular structure, C26H30CsN7O in a non-equilibrium geometry.

Geometry (Å):
Cs: -10.037944 -9.922077 -7.822212
C: -5.757816 -16.210967 -8.849298
C: -6.976205 -15.411239 -8.467228
C: -8.246929 -15.857550 -8.817398
C: -9.377446 -15.113823 -8.544678
C: -9.360364 -13.858737 -7.857775
N: -10.419160 -13.038988 -7.611642
C: -11.556186 -13.562380 -7.086677
C: -11.464768 -14.726783 -6.179887
C: -12.498897 -15.089752 -5.329108
C: -13.706941 -14.378156 -5.327218
C: -14.880919 -14.682645 -4.380721
C: -13.832515 -13.402859 -6.299461
C: -12.846334 -13.009176 -7.179740
N: -13.053000 -12.120934 -8.254005
C: -12.780287 -12.460848 -9.556755
C: -12.977956 -11.314999 -10.349418
C: -13.422090 -10.349243 -9.416667
N: -13.441553 -10.791690 -8.160123
C: -8.069123 -13.546797 -7.386537
C: -6.926371 -14.247000 -7.687106
N: -7.779208 -12.342516 -6.562011
C: -8.306172 -12.143575 -5.326515
C: -7.850099 -10.926066 -4.935486
C: -7.026279 -10.471936 -6.039649
N: -7.011739 -11.328549 -6.999218
H: -5.325224 -15.700993 -9.722403
H: -5.900025 -17.225088 -8.963531
H: -4.952898 -16.073097 -8.069604
H: -8.354102 -16.766162 -9.363812
H: -10.335340 -15.588734 -8.844727
H: -10.610910 -15.314555 -5.971774
H: -12.358629 -15.892944 -4.574065
H: -15.474396 -13.778187 -4.132893
H: -14.576107 -15.088519 -3.442447
H: -15.570920 -15.438186 -4.768805
H: -14.776807 -12.869351 -6.467696
H: -12.476639 -13.492622 -9.771496
H: -12.940386 -11.324335 -11.444852
H: -13.795009 -9.350156 -9.578128
H: -5.989499 -13.700806 -7.403139
H: -8.876589 -12.962029 -4.889867
H: -8.016638 -10.381175 -4.043188
H: -6.467106 -9.559301 -6.046889
C: -9.692008 -8.153307 -12.416105
N: -9.565804 -9.615883 -12.285288
C: -9.671559 -10.344941 -13.552479
C: -9.677411 -11.830911 -13.345087
C: -8.462387 -12.292164 -12.562922
N: -8.274038 -11.383374 -11.418982
C: -7.268933 -11.798079 -10.458128
C: -8.637116 -10.058393 -11.354650
O: -8.213495 -9.285533 -10.496295
H: -10.329814 -7.838108 -11.619871
H: -10.089059 -7.955036 -13.388206
H: -8.681495 -7.761884 -12.244149
H: -8.922737 -9.989778 -14.293192
H: -10.612579 -10.024852 -13.999390
H: -9.725148 -12.329388 -14.329887
H: -10.554748 -12.083184 -12.758420
H: -7.609916 -12.311516 -13.257610
H: -8.646288 -13.295086 -12.175514
H: -7.538437 -12.816644 -10.212223
H: -7.216546 -11.153074 -9.597086
H: -6.289552 -11.833054 -10.971029

Atoms 1-2, force components in eV/Å:
Cs 0.000 -0.425 -0.155
C 1.700 3.593 1.194

Its net charge is 0. The calculation puts the HOMO-LUMO gap at 6.080 eV. The value obtained for the energy is -1487.406089 hartree. The value obtained for the highest occupied orbital energy is -6.10 eV.